Record 1
Density functional theory data (ωB97M-V with the def2-TZVPD basis set) for a 9-piece molecular cluster, C42H86N8O8 overall.

Its HOMO energy is -10.82 eV. The LUMO energy comes out at -4.6 eV.

Geometry as ORCA input:
```
! RIJCOSX wB97M-V def2-TZVPD def2/J DEFGRID3
* xyz 2 1
C -0.81747 -1.77237 5.98964
O -1.52947 -2.59614 5.01535
C -1.37025 -2.21097 3.64458
C -2.05865 -3.34015 2.71158
N -3.46495 -3.71852 3.25008
H -3.43191 -3.62292 4.25500
H -4.09470 -3.02469 2.87310
C -3.97231 -5.07638 2.87154
C -3.04737 -6.15012 3.49960
O -2.87775 -5.89796 4.86727
C -2.17073 -6.99235 5.47080
H -0.79373 -2.11935 7.02267
H -1.39332 -0.85014 6.06694
H 0.19101 -1.49818 5.67999
H -0.31840 -2.10943 3.37734
H -1.78536 -1.21124 3.51680
H -1.43925 -4.23556 2.76341
H -2.17470 -3.12255 1.64985
H -4.03029 -5.13319 1.78457
H -4.97521 -5.15972 3.29027
H -2.09477 -6.11631 2.97092
H -3.50254 -7.11642 3.28238
H -1.96196 -6.78160 6.51965
H -1.20865 -7.17238 4.99112
H -2.74142 -7.91908 5.41089
C 1.02707 4.75516 0.31401
O -0.13139 5.07460 -0.45082
C -1.32210 4.44089 0.06593
C -2.55423 5.18172 -0.46528
N -2.35960 5.40074 -1.97612
H -1.38636 5.55249 -2.19945
H -2.48768 4.52349 -2.45999
C -3.35837 6.42316 -2.58899
C -2.98635 6.77724 -4.03703
O -1.58289 6.76963 -4.18472
C -1.17766 6.99314 -5.52220
H 1.21388 3.68382 0.38771
H 0.84943 5.05941 1.34550
H 1.86275 5.37509 -0.01071
H -1.33349 4.43338 1.15585
H -1.30674 3.41799 -0.31028
H -2.69807 6.10686 0.09286
H -3.38439 4.48895 -0.32743
H -3.12669 7.29392 -1.97564
H -4.38894 6.08023 -2.49716
H -3.46217 7.71874 -4.31138
H -3.45584 6.07713 -4.72805
H -1.65376 6.24206 -6.15253
H -0.11650 6.74654 -5.48693
H -1.46218 8.01389 -5.77756
C -4.61065 -3.26034 -0.44602
O -3.84274 -2.25634 -1.23694
C -2.56136 -2.76639 -1.52355
C -1.79795 -1.85632 -2.52669
N -2.64825 -1.44496 -3.75936
H -3.06162 -2.21529 -4.26514
H -3.39339 -0.84397 -3.43735
C -1.85933 -0.60358 -4.77457
C -2.81093 -0.23203 -5.85420
O -3.13110 -1.38779 -6.54104
C -4.13033 -1.13314 -7.52895
H -3.96329 -3.60600 0.35993
H -4.98999 -4.06387 -1.07731
H -5.51095 -2.75539 -0.09589
H -2.59414 -3.73832 -2.01586
H -1.87339 -2.89152 -0.68740
H -0.96698 -2.38919 -2.98888
H -1.57717 -0.87169 -2.11455
H -0.98622 -1.14471 -5.13921
H -1.46870 0.26123 -4.23828
H -2.33550 0.52161 -6.48197
H -3.73251 0.20905 -5.47442
H -4.30506 -2.01043 -8.15180
H -3.88758 -0.28146 -8.16442
H -5.09644 -0.82663 -7.12799
C 0.33976 0.33707 1.20635
C -1.12462 0.29635 0.90983
O -1.83523 1.25287 1.26463
O -1.61935 -0.73873 0.51883
H 0.46483 -0.35092 2.04248
H 0.84176 1.29290 1.35632
H 0.95187 -0.12802 0.43362
C 6.86829 1.83158 0.43449
C 7.11642 0.54361 1.25752
N 6.23932 0.39252 2.42161
C 6.81293 -0.60489 3.28451
C 7.91686 -0.02874 4.15225
C 4.87517 0.17567 2.02571
C 3.93069 -0.28662 3.11521
H 7.63403 1.87158 -0.34020
H 6.97221 2.74808 1.01529
H 5.90061 1.80518 -0.06652
H 7.15229 -0.35767 0.64555
H 8.12064 0.68727 1.65627
H 7.12562 -1.51136 2.76621
H 6.00592 -0.95524 3.92801
H 8.11031 -0.66858 5.01323
H 7.72953 1.03117 4.32428
H 8.83083 -0.07271 3.55995
H 4.50495 1.06841 1.52167
H 4.84284 -0.59517 1.25573
H 2.91448 -0.09828 2.76887
H 4.10440 -1.25332 3.58786
H 3.97283 0.32935 4.01350
N 1.20154 -3.57720 -3.88932
C 1.43460 -3.25856 -2.57147
C 1.59875 -1.86592 -2.44432
C 1.66555 -1.32514 -3.70863
C 1.43284 -2.37792 -4.58483
H 1.12137 -4.51448 -4.25698
H 1.43800 -4.04988 -1.83649
H 1.76195 -1.25321 -1.57004
H 1.76183 -0.28877 -3.99683
H 1.46274 -2.37906 -5.66442
N -0.50176 2.35592 -3.07649
C 0.13768 1.66031 -2.03590
C 1.50412 1.87448 -2.17954
C 1.75541 2.65072 -3.28509
C 0.48443 3.03278 -3.78614
H -1.49275 2.42186 -3.26003
H -0.47201 1.13010 -1.31928
H 2.29074 1.48820 -1.54833
H 2.73687 2.94248 -3.62860
H 0.32343 3.76381 -4.56465
N -0.47946 3.16164 3.23355
C -1.03792 4.25296 3.83689
C -0.18068 4.87466 4.75440
C 1.02563 4.15163 4.60504
C 0.81702 3.04068 3.72325
H -0.89163 2.58695 2.51248
H -2.01411 4.52718 3.46508
H -0.35839 5.75757 5.35046
H 1.92822 4.43086 5.12827
H 1.47267 2.23275 3.43383
N 0.67437 -4.47497 0.46703
C 1.82585 -5.26992 0.38100
C 2.89629 -4.50967 0.90196
C 2.39979 -3.22910 1.19198
C 0.98298 -3.31202 1.03941
H -0.28229 -4.70914 0.24328
H 1.75142 -6.25567 -0.05394
H 3.92069 -4.85168 0.89694
H 2.98676 -2.34422 1.38909
H 0.19928 -2.59958 1.25071
*
```

Here are the Mulliken charges for atoms 1 to 8, given in e:
1 C -0.775
2 O -0.406
3 C -0.572
4 C 0.581
5 N 0.097
6 H 0.517
7 H 0.483
8 C -0.556

=====

Record 2
Density functional theory data (ωB97M-V with the def2-TZVPD basis set) for a 5-piece molecular cluster, C42H87BN2O14PS overall.

Its HOMO energy is -4.08 eV. The LUMO energy comes out at 1.9 eV. The energy above the lowest of the compared OMol25 structures with the same formula, charge and spin is 140.7 kcal per mole.

Geometry as ORCA input:
```
! RIJCOSX wB97M-V def2-TZVPD def2/J DEFGRID3
* xyz -1 1
C 4.03883 -3.11454 -1.59412
C 3.19827 -1.74661 -1.39121
C 3.34137 -1.19623 0.11537
C 2.65498 -2.25596 1.11824
C 1.46531 -1.48463 1.91351
C 0.04800 -2.00258 1.36045
C -1.04261 -0.86494 1.10951
C -1.31140 0.26933 2.20127
C -1.03015 -0.14338 3.72484
C -0.14511 1.02369 4.42981
C 1.32575 0.55239 4.87306
C 2.47243 1.40999 4.14506
C 3.82071 1.41982 5.05414
C 4.71679 0.16752 4.51772
S 6.25910 0.86487 3.76014
C 5.89136 1.84057 2.25148
N 6.58912 3.07361 2.05980
N 6.15458 3.55827 0.84287
C 5.19671 2.64800 0.33197
O 4.98522 1.53278 1.19538
O -2.22763 -1.58435 0.71956
B -2.41938 -1.85574 -0.73699
C -3.95459 -1.31711 -0.96423
C -4.66442 -1.90706 -2.29476
O -5.62221 -2.69754 -2.09730
O -4.21969 -1.48216 -3.59667
C -3.89073 -2.58314 -4.43992
C -2.43787 -2.62578 -5.13859
O -4.66416 -3.52477 -4.72632
P -2.07701 -3.70972 -1.25479
C -0.49428 -3.78637 -2.33613
O -1.78571 -4.69237 0.15865
O -1.28743 -1.09076 -1.31761
C -0.71926 -0.15471 -0.34196
C -1.54617 1.18840 -0.70659
O -0.71606 2.38631 -0.74831
C -1.15104 3.37494 0.19719
O -0.82120 4.72652 -0.27100
C -0.81382 5.65700 0.83593
C 0.67440 6.27503 0.94737
O 1.48092 5.36136 1.75627
H 4.51558 -3.05707 -2.63434
H 4.87334 -3.09349 -0.80177
H 3.35449 -4.01695 -1.48455
H 3.58541 -0.92559 -2.09527
H 2.10943 -1.93214 -1.69071
H 4.43023 -1.07990 0.44747
H 2.80327 -0.18965 0.14994
H 2.30233 -3.19275 0.57739
H 3.44185 -2.55769 1.90178
H 1.56809 -1.83426 3.01121
H 1.59166 -0.35364 1.93118
H 0.20211 -2.69872 0.45472
H -0.38709 -2.69089 2.18117
H -0.77524 1.24483 1.90484
H -2.43686 0.52133 2.13177
H -2.04063 -0.12344 4.28466
H -0.61078 -1.18852 3.87854
H -0.70461 1.36667 5.37779
H -0.02122 1.95174 3.78087
H 1.48053 -0.58022 4.79693
H 1.42220 0.79621 5.99957
H 2.79495 0.97058 3.13064
H 2.20196 2.50192 3.96513
H 4.37360 2.39963 4.88387
H 3.60258 1.33574 6.17514
H 4.13105 -0.54566 3.85230
H 5.05397 -0.43677 5.43618
H 4.65819 2.76598 -0.65833
H -4.55976 -1.66940 -0.04769
H -4.05241 -0.16715 -0.95498
H -2.65811 -2.86400 -6.24669
H -1.90826 -1.61882 -5.13456
H -1.79852 -3.48719 -4.75677
H -0.53381 -2.94436 -3.10750
H -0.54859 -4.78453 -2.88643
H 0.46880 -3.63402 -1.73625
H -2.18506 -5.55845 -0.08599
H 0.40504 -0.10791 -0.60103
H -2.48137 1.29638 -0.05413
H -1.93685 1.03679 -1.78054
H -2.27433 3.37891 0.39453
H -0.51775 3.23409 1.15281
H -1.09933 5.17886 1.84324
H -1.60966 6.46232 0.63255
H 0.61006 7.32289 1.39049
H 1.11458 6.25121 -0.10669
H 2.14196 5.94322 2.20069
C -7.12052 -3.56553 -6.21279
C -8.58294 -3.15551 -6.23457
O -9.24796 -3.47377 -7.45352
C -9.28915 -4.84813 -7.80680
C -9.99228 -5.71806 -6.77884
H -6.57926 -3.09521 -7.04052
H -6.65514 -3.26624 -5.27355
H -6.99820 -4.64527 -6.31614
H -8.64529 -2.07041 -6.12137
H -9.12403 -3.58515 -5.38548
H -8.27774 -5.21634 -8.00890
H -9.83378 -4.91008 -8.75359
H -9.48528 -5.69987 -5.81231
H -10.02724 -6.75577 -7.11958
H -11.01562 -5.36766 -6.61788
C 2.18129 2.56106 -6.03221
C 2.74599 1.53565 -5.06317
O 2.24617 1.66844 -3.74152
C 0.83701 1.52930 -3.58215
C 0.30747 0.17758 -4.02993
H 2.38867 3.57618 -5.67848
H 2.62645 2.43530 -7.02286
H 1.09917 2.46859 -6.13850
H 3.82912 1.67006 -5.00097
H 2.58266 0.51687 -5.42933
H 0.31689 2.34660 -4.09338
H 0.62973 1.65270 -2.51681
H 0.48125 0.00191 -5.09480
H -0.76805 0.11278 -3.85030
H 0.80261 -0.62804 -3.48062
C 8.89008 3.70031 4.45466
C 9.92737 4.41876 5.30094
O 10.93342 3.55824 5.82082
C 11.71832 2.85838 4.86556
C 12.48255 3.77141 3.92220
H 8.40776 2.90620 5.03350
H 8.12486 4.40057 4.11267
H 9.33392 3.23558 3.57290
H 9.42785 4.86854 6.16268
H 10.38513 5.24373 4.74539
H 11.09406 2.15088 4.30971
H 12.43473 2.25671 5.43216
H 11.81404 4.39279 3.32323
H 13.09575 3.18164 3.23672
H 13.13543 4.44324 4.48633
C -6.63611 0.20292 1.51388
C -5.72802 -0.69298 2.33940
O -5.78821 -0.43001 3.73708
C -7.05662 -0.59261 4.35376
C -7.61459 -2.00029 4.23117
H -6.39133 1.25674 1.68435
H -6.52292 -0.01754 0.44944
H -7.68816 0.06760 1.77274
H -4.69299 -0.52016 2.03401
H -5.93390 -1.74983 2.14381
H -7.76395 0.14726 3.96337
H -6.92004 -0.35791 5.41348
H -7.77844 -2.28623 3.19048
H -8.57099 -2.07667 4.75442
H -6.91989 -2.72535 4.66373
*
```

Here are the Mulliken charges for atoms 1 to 8, given in e:
1 C -1.104
2 C 0.282
3 C -0.299
4 C -1.002
5 C 1.059
6 C -0.768
7 C 1.470
8 C 0.332

=====

Record 3
Density functional theory data (ωB97M-V with the def2-TZVPD basis set) for a 9-piece molecular cluster, C42H88Br16N2O3 overall.

Its HOMO energy is -8.79 eV. The LUMO energy comes out at 0.3 eV.

Geometry as ORCA input:
```
! RIJCOSX wB97M-V def2-TZVPD def2/J DEFGRID3
* xyz 0 1
C 12.01824 -4.09071 0.80831
C 10.84196 -3.10038 0.63090
C 11.20024 -1.63367 0.98919
C 10.59064 -1.19193 2.33413
C 9.06331 -0.98127 2.20652
C 8.71637 0.47515 1.76397
C 7.91954 0.52181 0.45171
C 6.40255 0.39981 0.65515
C 5.75424 1.62751 1.35025
C 4.78973 2.43484 0.43292
C 3.39146 2.55764 1.06510
C 2.31522 3.07010 0.08595
C 2.01328 2.08432 -1.06011
C 0.73016 1.22818 -0.84068
C -0.48126 1.71071 -1.67057
C -1.47443 0.65626 -2.20674
C -2.05664 -0.27637 -1.13032
N -1.16865 -1.34031 -0.66468
O -3.22063 -0.88798 -1.71744
C -4.08544 -1.48718 -0.74728
C -4.95156 -0.39003 -0.08777
O -5.65325 -0.93339 1.02868
C -7.03679 -0.63169 1.10014
C -7.49799 -0.20442 2.52067
C -6.46145 -0.37853 3.65105
C -6.79298 -1.51788 4.65676
N -7.13060 -1.05029 6.01224
C -5.02527 -2.44091 -1.51633
C -4.28581 -3.49260 -2.35677
C -4.10396 -4.80374 -1.59140
O -5.04878 -3.79872 -3.54628
H 12.96539 -3.54337 0.76034
H 11.94182 -4.58322 1.78390
H 12.01019 -4.84948 0.01867
H 9.99137 -3.43015 1.23866
H 10.48974 -3.11609 -0.40828
H 12.28659 -1.49746 0.97406
H 10.76733 -0.98162 0.21769
H 11.05806 -0.26254 2.68302
H 10.77545 -1.96598 3.09222
H 8.58520 -1.21957 3.16333
H 8.64630 -1.66070 1.45537
H 9.65352 1.03132 1.63884
H 8.15730 0.97632 2.56345
H 8.15373 1.46150 -0.07094
H 8.22655 -0.28322 -0.23196
H 6.20591 -0.48752 1.27356
H 5.92306 0.21955 -0.31491
H 6.53906 2.27542 1.75840
H 5.17560 1.26769 2.20825
H 5.18512 3.43888 0.22365
H 4.73138 1.92048 -0.53108
H 3.09655 1.57873 1.46806
H 3.48675 3.28201 1.88693
H 1.40501 3.33048 0.64283
H 2.69674 4.01210 -0.33718
H 1.92840 2.65830 -1.99014
H 2.85341 1.39686 -1.21051
H 0.49181 1.31160 0.22999
H 0.99338 0.19199 -1.05625
H -0.04720 2.22549 -2.53736
H -1.02918 2.47288 -1.10275
H -2.33374 1.21745 -2.60301
H -1.07814 0.08645 -3.05737
H -2.33913 0.34636 -0.27185
H -0.45548 -1.55414 -1.35318
H -0.70694 -1.06478 0.19725
H -3.54172 -2.07065 0.00520
H -4.32464 0.42631 0.29792
H -5.62219 -0.01471 -0.86852
H -7.59943 -1.52481 0.77439
H -7.32410 0.16041 0.39470
H -8.40326 -0.77499 2.76403
H -7.79678 0.84881 2.47850
H -5.44002 -0.46575 3.27707
H -6.48880 0.54094 4.25135
H -7.63170 -2.11398 4.28848
H -5.91580 -2.16764 4.75332
H -6.34685 -1.11710 6.65049
H -7.47587 -0.09690 6.01827
H -5.60770 -1.80746 -2.20023
H -5.73060 -2.89158 -0.80871
H -3.29954 -3.11688 -2.65604
H -5.09699 -5.17811 -1.31090
H -3.58770 -5.55521 -2.19660
H -3.54226 -4.58431 -0.67334
H -4.84068 -3.11382 -4.20553
Br 3.42828 6.23482 -2.97880
C 2.25019 7.77867 -3.07727
C 1.44558 7.94778 -1.81762
Br -0.00852 6.66403 -1.71400
H 1.63030 7.64571 -3.95792
H 2.90780 8.63409 -3.21957
H 0.97226 8.92703 -1.79771
H 2.04401 7.81512 -0.92172
Br -6.00533 0.61533 9.62329
C -7.88430 0.63337 10.12971
C -8.77063 0.22712 8.98394
Br -8.95146 1.65102 7.67279
H -8.10106 1.63280 10.49266
H -7.97209 -0.07833 10.94768
H -9.78059 0.02528 9.33424
H -8.39306 -0.63894 8.44657
Br -8.00503 -5.22475 -1.30462
C -9.47704 -5.77738 -0.16455
C -9.39838 -5.12742 1.18932
Br -8.01894 -5.95532 2.28152
H -9.43888 -6.86086 -0.10415
H -10.38094 -5.47242 -0.68970
H -10.32661 -5.25876 1.74284
H -9.16396 -4.06897 1.12966
Br -2.07324 -3.55035 -7.80963
C -2.12582 -5.49418 -7.73298
C -1.43763 -6.11749 -8.91729
Br -2.52447 -6.00741 -10.52751
H -3.17087 -5.77506 -7.65670
H -1.61304 -5.76054 -6.81135
H -1.27914 -7.18011 -8.74652
H -0.49031 -5.64095 -9.14715
Br 10.90064 3.68139 2.71862
C 11.03920 3.85098 0.78606
C 10.10996 4.90877 0.25281
Br 8.26511 4.29246 0.20932
H 10.83801 2.86873 0.36822
H 12.07448 4.12350 0.59273
H 10.35998 5.14765 -0.77934
H 10.12166 5.81627 0.84927
Br -13.32601 -3.98798 2.03637
C -13.67993 -5.90258 2.02249
C -13.30318 -6.53772 0.71148
Br -14.59515 -6.14078 -0.68570
H -14.73223 -6.02558 2.25660
H -13.07806 -6.31414 2.83043
H -13.29656 -7.62176 0.80298
H -12.33885 -6.19872 0.34864
Br 5.35845 8.77493 -0.53996
C 7.18613 9.33665 -0.88538
C 8.17945 8.27498 -0.50157
Br 8.41675 8.16675 1.42494
H 7.33479 10.26443 -0.34256
H 7.23326 9.52866 -1.95519
H 9.16096 8.51615 -0.90505
H 7.88292 7.28306 -0.83166
Br -0.76318 0.17616 -7.20480
C -0.25130 1.86900 -6.39118
C 1.22647 1.87341 -6.11447
Br 1.68940 0.83591 -4.53010
H -0.85414 2.01291 -5.49958
H -0.50711 2.63021 -7.12497
H 1.58834 2.87587 -5.89390
H 1.78693 1.45862 -6.94580
*
```

Here are the Mulliken charges for atoms 1 to 8, given in e:
1 C -1.159
2 C -0.421
3 C -0.568
4 C -0.900
5 C -0.840
6 C 0.322
7 C -0.862
8 C -0.916